Density functional theory data (ωB97M-V/def2-TZVPD) for a 6-piece molecular cluster, C45H41F9N5O4PS overall.

The value obtained for the frontier orbital gap is 8.09 eV. Its molar mass is 949.88 g/mol. For the HOMO energy, the calculation gives -9.0 eV.

ORCA input file:
```
! wB97M-V def2-TZVPD RIJCOSX def2/J DEFGRID3
* xyz 0 1
O -1.17224 1.55302 7.09645
C -0.30126 1.43115 6.26670
C 0.85632 0.50415 6.42739
C 0.73563 -0.75284 7.00329
C 1.85514 -1.56626 7.08856
C 3.09254 -1.12335 6.63641
C 3.21965 0.13865 6.07454
C 2.09401 0.94340 5.95858
C 2.16403 2.28550 5.30559
O 3.11782 3.01997 5.42838
C 0.95567 2.63192 4.49055
C 1.04004 3.31593 3.27415
C 2.34781 3.70860 2.63548
C 3.16996 2.48619 2.22630
C 2.44537 1.68212 1.11684
C 1.78037 0.43936 1.72287
C 0.65810 -0.19384 0.91101
F -0.43881 -0.33818 1.73310
F 0.24059 0.56858 -0.12855
C 0.85613 -1.65032 0.39357
F -0.25904 -2.03742 -0.23719
F 1.03938 -2.44863 1.45454
S 2.30671 -1.96950 -0.79165
F 1.35227 -1.96384 -2.05769
F 2.56173 -0.42162 -1.00223
F 3.30919 -1.97136 0.44117
F 2.06992 -3.53380 -0.62593
F 3.52339 -2.27807 -1.74039
C -0.14857 3.56145 2.59628
C -1.38195 3.13592 3.08042
P -2.81626 3.48753 1.98869
O -2.91604 2.01421 1.25301
O -4.08631 3.44048 3.01660
C -1.45130 2.46483 4.29443
C -0.28040 2.20852 4.98931
H -0.22595 -1.08921 7.36510
H 1.76677 -2.55673 7.51401
H 3.96762 -1.75327 6.71588
H 4.16856 0.51628 5.71938
H 2.10579 4.24897 1.71767
H 2.90705 4.40297 3.26054
H 4.14354 2.82281 1.86850
H 3.37957 1.83102 3.07301
H 1.67886 2.32359 0.68625
H 3.17214 1.41544 0.35654
H 1.30607 0.75269 2.65342
H 2.53350 -0.29681 1.99272
H -0.12321 4.06853 1.63635
H -2.23051 1.40646 1.55542
H -4.09253 2.68343 3.61668
H -2.38869 2.11033 4.70423
N -3.31358 7.25192 0.98967
C -4.35836 6.42813 0.93439
C -5.34241 6.49425 -0.04165
C -5.22089 7.45321 -1.03393
C -4.12322 8.29911 -1.00746
C -3.21050 8.16388 0.02817
H -4.40200 5.67259 1.70660
H -6.16551 5.79316 -0.03429
H -5.95865 7.53025 -1.82239
H -3.97908 9.05493 -1.76801
H -2.34510 8.81655 0.08472
N 1.74121 -3.79482 -7.32606
C 1.17635 -3.22958 -6.26219
C 1.71480 -3.28207 -4.98407
C 2.90425 -3.96894 -4.80148
C 3.50268 -4.56742 -5.89859
C 2.88426 -4.44895 -7.13408
H 0.24165 -2.70951 -6.44314
H 1.20934 -2.80242 -4.16351
H 3.35856 -4.03809 -3.82115
H 4.43064 -5.11438 -5.80222
H 3.32430 -4.90088 -8.01630
N -3.94641 -3.68400 -4.32358
C -3.42984 -4.89547 -4.13079
C -2.15656 -5.11379 -3.62492
C -1.37852 -4.01500 -3.30625
C -1.90087 -2.74614 -3.49944
C -3.18641 -2.63704 -4.00889
H -4.06893 -5.73094 -4.39331
H -1.78650 -6.12118 -3.49378
H -0.37788 -4.14642 -2.91174
H -1.32836 -1.85896 -3.26131
H -3.63323 -1.66249 -4.17286
N -0.96799 4.36941 -1.33661
C -0.43485 3.63219 -2.30805
C -0.37532 4.03419 -3.63423
C -0.90032 5.27131 -3.97147
C -1.46123 6.04985 -2.97205
C -1.47168 5.55704 -1.67578
H -0.03656 2.66881 -2.00642
H 0.07145 3.39191 -4.38084
H -0.87376 5.62114 -4.99555
H -1.88662 7.02055 -3.18803
H -1.90107 6.13072 -0.86558
N -0.95669 -8.44233 -1.81883
C -0.43237 -9.65142 -1.63276
C 0.84469 -9.86494 -1.13510
C 1.62260 -8.76337 -0.81665
C 1.09156 -7.49803 -1.00704
C -0.19802 -7.39547 -1.50672
H -1.06905 -10.48877 -1.89581
H 1.21739 -10.87128 -1.00273
H 2.62484 -8.88928 -0.42772
H 1.66074 -6.60782 -0.77511
H -0.65113 -6.42285 -1.65933
*
```